DFT (ωB97M-V/def2-TZVPD) results for an isolated ion of composition C8H13N3O2 and charge +2 in a non-equilibrium geometry.

Values from the calculation:
- LUMO energy: -8.018 eV
- Highest occupied orbital energy: -16.8 eV
- E_tot: -626.4557 a.u.
- Orbital gap: 8.7 eV
- F_max: 0.124 Eh/bohr
- ΔE to the lowest compared entry with this formula, charge and spin: 637.53 kJ/mol

Structure (ORCA input):
```
! wB97M-V def2-TZVPD RIJCOSX def2/J DEFGRID3
* xyz 2 1
C -0.03227 -1.55040 0.37257
C -0.10478 1.52761 0.65319
C 1.13158 -0.76315 0.89488
C 1.09629 0.74637 0.93763
C -1.20443 -1.07847 0.06344
C -1.27270 1.00096 0.37476
C 1.86890 0.03902 -0.22063
C 1.42660 0.08491 -1.74529
N 3.37067 0.04275 -0.02881
N -2.34952 -1.74744 -0.35811
N -2.51425 1.69248 0.38046
O 3.71882 0.44309 1.06663
O 3.99458 -0.46516 -0.89787
H 0.08711 -2.63687 0.42004
H 0.05638 2.57921 0.86348
H 1.72831 -1.42127 1.56318
H 1.59123 1.02887 1.84549
H 1.84533 -0.79030 -2.16503
H 1.84076 1.07181 -2.17330
H 0.29463 0.13887 -1.75993
H -3.00545 -2.03523 0.38309
H -2.04562 -2.58704 -0.89959
H -2.83774 -1.04865 -0.95542
H -2.49152 2.63520 0.00951
H -2.81253 1.89151 1.40237
H -3.38037 1.20132 -0.02674
*
```

natural (NBO) atomic charge list, values in e, 2 entries:
1 C -0.14
2 C -0.16


DFT (ωB97M-V/def2-TZVPD) results for C5H14ClO4SZn as an isolated structure in a non-equilibrium geometry.

Values from the calculation:
- LUMO energy: -9.747 eV
- Highest occupied orbital energy: -13.0 eV
- E_tot: -3137.1600 a.u.
- Orbital gap: 3.2 eV
- F_max: 0.055 Eh/bohr
- ΔE to the lowest compared entry with this formula, charge and spin: 161.04 kJ/mol

Structure (ORCA input):
```
! wB97M-V def2-TZVPD RIJCOSX def2/J DEFGRID3
* xyz 1 1
Zn 14.01310 10.66058 -2.33611
Cl 11.79379 10.05480 -2.35287
C 7.61271 10.54044 0.98512
C 8.54228 11.13532 -0.05910
O 9.91484 10.86714 0.30063
H 6.56299 10.47923 0.69050
H 7.64172 11.04789 1.95211
H 7.78308 9.51700 1.33493
H 8.54376 12.22865 -0.06158
H 8.26964 10.81040 -1.06632
H 10.35286 10.59379 -0.50877
O 6.91542 6.42126 -4.13363
S 8.01297 7.33307 -4.31672
O 8.90114 7.28741 -5.46179
O 7.43381 8.85404 -4.28107
C 8.33498 9.91100 -4.41681
C 7.72452 11.28598 -4.39780
C 8.99291 7.31749 -2.79432
H 8.86232 9.93492 -5.37822
H 9.14688 9.86612 -3.67556
H 8.24102 12.01769 -5.01714
H 7.77019 11.71870 -3.39461
H 6.69088 11.23284 -4.74234
H 8.71898 8.12219 -2.11390
H 10.02379 7.44689 -3.11734
H 8.82773 6.37699 -2.27591
*
```

natural (NBO) atomic charge list, values in e, 2 entries:
1 Zn 1.50
2 Cl -0.49


DFT (ωB97M-V/def2-TZVPD) results for a 10-piece molecular cluster, C38H56O30 overall in a non-equilibrium geometry.

Values from the calculation:
- LUMO energy: -0.065 eV
- Highest occupied orbital energy: -10.3 eV
- E_tot: -3738.9303 a.u.
- SMILES: C[C@H]1COC(=O)O1.C[C@H]1COC(=O)O1.C[C@H]1COC(=O)O1.C[C@H]1COC(=O)O1.C[C@H]1COC(=O)O1.C[C@H]1COC(=O)O1.C[C@H]1COC(=O)O1.C[C@H]1COC(=O)O1.O=C1OCCO1.O=C1OCCO1
- Orbital gap: 10.2 eV
- F_max: 0.052 Eh/bohr
- ΔE to the lowest compared entry with this formula, charge and spin: 23.09 kJ/mol

Structure (ORCA input):
```
! wB97M-V def2-TZVPD RIJCOSX def2/J DEFGRID3
* xyz 0 1
C 4.88039 3.22696 -3.71783
C 4.48943 3.73730 -2.33554
C 4.02236 2.67293 -1.32888
O 4.98105 2.80402 -0.25591
C 5.79810 3.87146 -0.50552
O 6.59716 4.26565 0.28523
O 5.50419 4.44541 -1.65595
H 5.11972 4.06341 -4.37467
H 4.07437 2.64261 -4.16133
H 5.76899 2.59034 -3.71874
H 3.71200 4.48005 -2.52877
H 4.05514 1.66843 -1.74099
H 3.01464 2.90137 -0.98319
C 0.89062 -3.08083 4.21860
C 0.43571 -4.14525 3.20962
C 0.67772 -3.75998 1.75808
O 1.43247 -4.81942 1.19355
C 1.75996 -5.70276 2.14825
O 2.27688 -6.75493 1.96318
O 1.31984 -5.25835 3.35219
H 0.79339 -3.44220 5.23844
H 0.45457 -2.10103 4.02668
H 1.94097 -2.90817 3.97054
H -0.56290 -4.55370 3.38410
H 1.18985 -2.80638 1.63905
H -0.29351 -3.73480 1.26324
C -4.29803 -2.29744 5.99713
C -4.24816 -1.87134 4.54112
C -4.36054 -0.38228 4.25314
O -3.28830 -0.14054 3.34517
C -2.50081 -1.23362 3.22387
O -1.51891 -1.29890 2.54985
O -2.96420 -2.21259 3.98752
H -5.18573 -1.89569 6.49164
H -3.42884 -1.93945 6.54697
H -4.40337 -3.37698 6.09070
H -4.93590 -2.47190 3.94236
H -4.27508 0.24109 5.14235
H -5.28376 -0.16996 3.71554
C -1.54830 1.39612 -5.07135
C -0.18247 0.84487 -5.25367
C 0.29185 -0.19956 -4.22364
O 0.86510 -1.22703 -5.00262
C 0.47181 -1.10057 -6.26978
O 0.62243 -1.99166 -7.05599
O -0.16378 0.05446 -6.47942
H -1.52860 2.22507 -4.35896
H -2.27387 0.65208 -4.74542
H -1.91467 1.89367 -5.97091
H 0.60303 1.59869 -5.34911
H -0.54098 -0.56522 -3.60972
H 0.99137 0.14696 -3.46753
C -5.13962 -1.45030 0.27191
C -3.95105 -0.87308 -0.48034
C -3.88194 -1.44920 -1.93341
O -3.83250 -0.26916 -2.74599
C -3.88611 0.83437 -2.00411
O -3.73618 1.96244 -2.35308
O -4.14429 0.50996 -0.72355
H -4.82320 -2.44483 0.59875
H -5.99878 -1.50808 -0.39332
H -5.34847 -0.89313 1.18503
H -3.08088 -1.15245 0.11570
H -4.76203 -2.02077 -2.22946
H -2.99802 -2.03898 -2.15487
C 2.29407 3.89199 2.53287
C 3.30762 2.76835 2.68505
C 3.31303 2.22521 4.14067
O 3.13066 0.84206 3.95193
C 2.75114 0.53056 2.71988
O 2.57565 -0.60373 2.38165
O 2.73963 1.65116 1.93981
H 2.71319 4.85042 2.84805
H 1.37239 3.66644 3.06643
H 2.07915 4.05463 1.47519
H 4.27544 3.06051 2.28340
H 2.52931 2.75036 4.68876
H 4.24289 2.32110 4.69758
C 3.50913 -0.98192 -2.60389
C 3.67205 -0.99349 -1.10362
C 3.40644 -2.39848 -0.50662
O 4.64070 -2.56306 0.21854
C 5.49904 -1.52663 0.06893
O 6.54842 -1.43705 0.63945
O 5.01502 -0.69930 -0.82403
H 2.47237 -1.07622 -2.91248
H 4.11564 -1.75052 -3.08631
H 3.91014 -0.04331 -2.99766
H 2.92054 -0.33942 -0.64921
H 3.27127 -3.15612 -1.28174
H 2.58236 -2.52330 0.18554
C -2.01220 -3.35927 -4.81795
C -1.29976 -4.16934 -3.74268
C 0.14849 -4.57919 -3.95851
O 0.80443 -4.25534 -2.74665
C 0.01906 -3.38245 -2.05259
O 0.37601 -2.66594 -1.15969
O -1.21726 -3.43061 -2.49822
H -2.13547 -3.94295 -5.73031
H -1.38868 -2.49287 -5.02267
H -3.01953 -3.05051 -4.54322
H -1.86775 -5.07443 -3.51706
H 0.59950 -4.07426 -4.81892
H 0.14978 -5.63819 -4.21951
O 0.56694 2.50770 -2.34219
C 0.27909 1.92852 -1.34039
O -0.34129 0.74427 -1.19130
C -0.40982 0.46070 0.21862
C -0.19690 1.79464 0.88052
O 0.54960 2.46440 -0.10449
H -1.26871 -0.12992 0.51385
H 0.43734 -0.21436 0.38314
H 0.39016 1.65237 1.78195
H -1.16098 2.27541 1.07194
O -3.27034 4.17367 1.61327
C -3.71767 4.92719 2.42559
O -4.26540 6.10895 2.09678
C -4.69688 6.74104 3.31189
C -3.75679 6.08938 4.34168
O -3.54615 4.82429 3.74518
H -4.64937 7.81736 3.17848
H -5.73562 6.45066 3.49203
H -4.13477 6.06401 5.35918
H -2.86769 6.72764 4.36812
*
```

Löwdin atomic charge list, values in e, 2 entries:
1 C -0.02
2 C -0.30


DFT (ωB97M-V/def2-TZVPD) results for a 2-piece molecular cluster, C3H6O overall in a non-equilibrium geometry.

Values from the calculation:
- LUMO energy (spin up / spin down): -0.454 / 0.560 eV
- Highest occupied orbital energy (spin up / spin down): -7.5 / -10.2 eV
- E_tot: -192.9093 a.u.
- Orbital gap (spin up / spin down): 7.1 / 10.7 eV
- F_max: 0.058 Eh/bohr
- ΔE to the lowest compared entry with this formula, charge and spin: 614.05 kJ/mol

Structure (ORCA input):
```
! wB97M-V def2-TZVPD RIJCOSX def2/J DEFGRID3
* xyz 0 1
C -0.11123 0.18884 -0.96208
C 1.10267 0.35610 -0.05006
C -0.16822 -0.01899 0.46604
O -0.85723 0.53251 1.43110
H -0.50305 1.17822 -1.27260
H -0.36935 -0.48141 -1.80906
H 1.88279 -0.50071 -0.19384
H 1.29932 1.41977 0.21231
H -0.56122 -2.71732 0.79589
H -1.71448 0.04299 1.38230
*
```

natural (NBO) atomic charge list, values in e, 2 entries:
1 C -0.50
2 C -0.48